Record 1
DFT (ωB97M-V with the def2-TZVPD basis set) results for a cluster of 2 separate species, CHCl3N2 in total at a distorted geometry.

Values from the calculation:
Energy relative to the best compared isomer or geometry (same formula, charge and spin)   337.2 kJ/mol
Charge   0
Largest force on an atom   4.61 eV/Å

Geometry (Å):
C 0.020 0.244 0.041
N 1.652 -0.922 -0.082
N -1.194 -0.007 -0.390
Cl 0.359 1.732 0.732
Cl 2.852 -0.089 0.593
Cl -1.743 -1.615 -0.685
H -1.945 0.657 -0.208

Atoms 1-2, force components in eV/Å:
3.1 -2.5 -0.2
-4.5 0.6 -0.8

=====

Record 2
DFT (ωB97M-V with the def2-TZVPD basis set) results for a cluster of 12 separate species, C44H117N5O24 in total at a distorted geometry.

Values from the calculation:
Energy relative to the best compared isomer or geometry (same formula, charge and spin)   451.9 kJ/mol
Charge   0
Largest force on an atom   3.06 eV/Å

Geometry (Å):
C 3.696 2.148 -1.013
O 4.741 1.236 -0.803
C 4.594 0.295 0.219
C 5.742 -0.668 -0.017
N 5.696 -1.347 -1.327
C 4.554 -2.278 -1.303
C 4.253 -2.833 -2.741
O 5.442 -3.588 -3.157
C 5.294 -4.075 -4.468
H 3.164 2.336 -0.080
H 2.923 1.872 -1.730
H 4.246 3.031 -1.340
H 3.634 -0.206 0.343
H 4.728 0.837 1.156
H 5.835 -1.343 0.833
H 6.666 -0.105 0.114
H 5.409 -0.679 -2.028
H 3.632 -1.804 -0.967
H 4.679 -3.116 -0.618
H 4.012 -2.028 -3.435
H 3.429 -3.546 -2.763
H 4.590 -4.907 -4.469
H 6.223 -4.553 -4.779
H 5.147 -3.279 -5.198
C -2.040 1.258 -5.672
O -1.618 1.794 -4.388
C -2.738 2.211 -3.595
C -2.215 2.634 -2.254
N -1.761 4.042 -2.144
C -0.650 4.392 -3.049
C -0.005 5.740 -2.738
O 0.810 5.776 -1.507
C 1.509 7.024 -1.428
H -1.146 0.892 -6.177
H -2.437 1.987 -6.379
H -2.728 0.424 -5.536
H -3.507 1.439 -3.552
H -3.165 3.083 -4.092
H -1.445 2.009 -1.801
H -3.052 2.480 -1.573
H -1.491 4.233 -1.190
H -1.078 4.399 -4.052
H 0.113 3.619 -2.954
H -0.797 6.454 -2.515
H 0.521 6.049 -3.641
H 0.756 7.793 -1.254
H 2.148 7.209 -2.291
H 2.212 7.010 -0.595
C -2.429 -0.437 4.432
O -2.959 -0.449 5.704
C -2.027 -0.381 6.728
C -2.777 -0.134 8.052
N -3.259 1.259 8.122
C -4.427 1.159 8.919
C -5.082 2.518 8.855
O -5.353 2.856 7.500
C -6.119 4.072 7.348
H -1.781 0.426 4.278
H -3.185 -0.418 3.646
H -1.869 -1.347 4.215
H -1.266 0.381 6.561
H -1.515 -1.343 6.726
H -1.974 -0.296 8.770
H -3.589 -0.838 8.229
H -3.563 1.654 7.244
H -4.214 0.816 9.931
H -5.141 0.484 8.449
H -4.471 3.272 9.352
H -6.018 2.405 9.402
H -5.617 4.987 7.662
H -7.123 3.862 7.719
H -6.412 4.255 6.315
C -0.127 -2.780 -2.342
O -0.973 -3.940 -2.236
C -1.916 -3.741 -1.145
C -2.727 -5.020 -1.145
N -3.805 -5.128 -2.198
C -4.543 -6.405 -2.186
C -5.570 -6.404 -3.271
O -5.867 -7.765 -3.473
C -7.061 -7.956 -4.263
H 0.783 -3.125 -2.833
H 0.067 -2.420 -1.332
H -0.621 -2.069 -3.004
H -2.661 -2.984 -1.386
H -1.389 -3.629 -0.197
H -3.183 -5.230 -0.178
H -1.985 -5.815 -1.218
H -3.180 -5.141 -2.992
H -5.010 -6.643 -1.230
H -3.813 -7.184 -2.407
H -5.207 -5.978 -4.207
H -6.348 -5.721 -2.930
H -6.889 -7.606 -5.281
H -7.961 -7.467 -3.890
H -7.293 -8.999 -4.483
C 0.789 0.395 -3.413
O 1.991 -0.116 -4.000
C 2.160 0.282 -5.345
C 3.243 -0.562 -6.051
N 3.828 0.106 -7.199
C 4.822 -0.712 -7.997
C 5.987 -1.348 -7.213
O 7.215 -1.171 -7.840
C 8.391 -1.044 -6.991
H 0.573 -0.216 -2.537
H -0.107 0.176 -3.993
H 0.906 1.455 -3.188
H 2.347 1.356 -5.344
H 1.220 0.051 -5.846
H 2.665 -1.418 -6.400
H 3.978 -0.893 -5.317
H 4.382 0.918 -6.964
H 5.276 -0.042 -8.727
H 4.400 -1.410 -8.721
H 5.833 -2.426 -7.248
H 5.941 -1.047 -6.166
H 8.419 -0.187 -6.318
H 9.264 -0.938 -7.635
H 8.541 -1.946 -6.398
O 3.523 -4.952 3.087
C 3.822 -3.959 2.072
C 2.665 -2.970 1.873
O 1.531 -3.670 1.324
H 3.303 -4.492 3.900
H 4.689 -3.435 2.474
H 4.168 -4.399 1.137
H 3.022 -2.161 1.235
H 2.349 -2.507 2.808
H 1.335 -4.457 1.837
O 2.548 -0.675 5.873
C 1.394 0.058 5.432
C 1.708 1.457 4.717
O 2.651 2.237 5.428
H 2.941 -0.178 6.595
H 0.756 -0.567 4.807
H 0.879 0.297 6.362
H 0.861 2.120 4.543
H 2.048 1.161 3.725
H 3.008 2.965 4.914
O -1.897 1.128 0.433
C -0.904 0.208 0.924
C 0.542 0.703 0.668
O 0.790 1.780 1.527
H -1.826 1.975 0.879
H -1.074 0.051 1.989
H -1.152 -0.740 0.447
H 0.728 1.019 -0.358
H 1.196 -0.123 0.948
H 0.303 2.599 1.414
O -7.788 1.579 0.219
C -6.719 0.843 -0.398
C -5.296 0.984 0.221
O -4.327 0.621 -0.660
H -7.374 2.411 0.459
H -6.845 -0.239 -0.437
H -6.660 1.322 -1.375
H -5.219 0.349 1.103
H -5.195 2.005 0.589
H -3.447 0.715 -0.289
O 3.611 4.329 3.829
C 3.390 4.141 2.451
C 3.764 5.400 1.756
O 5.128 5.685 1.682
H 4.561 4.367 3.960
H 3.992 3.308 2.088
H 2.359 3.864 2.228
H 3.208 6.225 2.202
H 3.381 5.345 0.737
H 5.483 5.394 0.839
O -0.775 -2.645 2.339
C -1.220 -3.744 3.086
C -2.724 -3.805 3.043
O -3.237 -5.002 3.641
H 0.151 -2.867 2.216
H -0.877 -4.725 2.754
H -0.837 -3.725 4.106
H -3.075 -3.607 2.030
H -3.113 -2.928 3.561
H -4.135 -4.739 3.854
O -0.201 4.142 0.404
C -1.110 4.919 1.071
C -2.444 4.311 1.240
O -2.468 3.321 2.249
H 0.321 4.578 -0.273
H -0.692 5.134 2.054
H -1.131 5.850 0.505
H -2.922 4.013 0.307
H -3.169 5.026 1.629
H -3.392 3.138 2.433

Atoms 1-2, force components in eV/Å:
0.3 0.5 0.6
-0.6 -0.4 -1.0

=====

Record 3
DFT (ωB97M-V with the def2-TZVPD basis set) results for an isolated molecule of C6H9N3O2S at a distorted geometry.

Values from the calculation:
Energy relative to the best compared isomer or geometry (same formula, charge and spin)   346.0 kJ/mol
Charge   0
Largest force on an atom   5.72 eV/Å

Geometry (Å):
N 2.502 0.599 -1.864
N 1.759 0.142 -0.800
C 0.625 0.888 -0.487
C 0.530 2.227 -0.780
C -0.520 3.009 -0.339
C -1.507 2.399 0.400
C -1.568 0.981 0.476
C -0.456 0.208 0.214
S -0.486 -1.506 0.457
N 0.610 -1.435 1.748
O 0.167 -2.384 -0.539
O -1.737 -2.102 0.949
H 2.037 0.305 -2.761
H 3.452 0.343 -1.817
H 1.553 -0.823 -0.998
H 1.306 2.770 -1.253
H -0.679 4.151 -0.318
H -2.523 2.859 0.611
H -2.442 0.466 0.946
H 1.133 -2.403 2.126
H -0.214 -1.100 2.388

Atoms 1-2, force components in eV/Å:
-1.3 1.3 -2.4
-0.4 -0.5 0.2

=====

Record 4
DFT (ωB97M-V with the def2-TZVPD basis set) results for a cluster of 40 separate species, H80O40 in total at a distorted geometry.

Values from the calculation:
Energy relative to the best compared isomer or geometry (same formula, charge and spin)   1651.9 kJ/mol
Charge   0
Largest force on an atom   12.30 eV/Å

Geometry (Å):
H 4.102 0.141 4.119
H 3.065 -0.118 5.170
O 3.906 0.149 4.985
H 2.119 4.395 4.213
H 2.297 2.946 4.545
O 2.486 3.736 4.967
H -3.237 -0.128 -5.238
H -3.476 0.341 -3.757
O -3.516 -0.435 -4.295
H -4.788 -2.223 -3.075
H -4.896 -3.717 -3.494
O -5.179 -3.031 -2.818
H 3.939 -1.747 0.920
H 4.762 -0.493 0.600
O 4.894 -1.378 0.616
H -2.622 0.754 2.358
O -1.750 1.290 2.123
H -2.245 -1.905 3.220
O -1.533 -2.151 3.736
H 0.083 0.301 4.234
H -1.096 1.073 3.528
O -0.466 1.020 4.398
H 6.102 0.128 -2.943
H 4.773 -0.437 -2.578
O 5.304 0.304 -2.360
H 3.808 3.254 -4.640
H 4.733 2.108 -4.465
O 4.045 2.473 -4.036
H -2.721 -3.109 -2.147
H -3.133 -3.003 -0.728
O -2.640 -2.507 -1.375
H -2.353 3.102 0.333
O -1.556 3.470 0.025
H -0.229 -3.225 -2.543
H -0.010 -4.630 -2.257
O 0.204 -3.805 -1.864
H 0.567 4.544 -1.098
H 1.469 4.733 -2.216
O 0.808 4.110 -1.933
H -1.016 -2.871 -4.842
H -2.325 -2.466 -4.371
O -1.893 -3.187 -4.565
H -4.613 2.316 3.485
H -4.284 1.137 2.724
O -4.187 1.961 2.663
H -3.069 4.767 1.567
H -2.234 5.298 2.840
O -2.233 4.768 2.129
H 3.190 -1.950 -1.796
H 3.520 -0.997 -2.927
O 3.166 -1.881 -2.686
H 0.136 0.840 0.608
O 0.734 1.324 1.284
H -5.240 2.404 -0.885
H -3.908 2.909 -0.689
O -4.660 2.536 -0.161
H -2.273 -6.600 -0.394
O -2.903 -6.050 -0.969
H -2.423 2.612 -2.143
H -2.384 2.506 -3.586
O -2.936 2.254 -2.854
H 1.046 -2.396 -4.145
H 2.349 -2.985 -4.145
O 1.351 -3.176 -4.628
H -2.275 1.005 5.342
H -3.722 0.974 4.862
O -2.892 1.163 4.695
H 5.079 3.168 1.373
H 4.651 3.439 2.874
O 4.717 2.838 2.246
H -4.201 -2.067 2.530
H -4.229 -1.007 1.674
O -3.775 -1.223 2.513
H 1.541 -2.559 0.521
H 2.829 -3.588 0.855
O 2.485 -2.821 0.392
H -0.365 3.458 -4.658
H 0.287 2.666 -3.803
O -0.528 2.595 -4.390
H 1.213 2.532 -2.359
H 2.372 1.843 -2.651
O 1.344 1.648 -2.696
H -0.039 4.711 1.132
H -0.345 6.130 0.945
O 0.290 5.526 0.654
H -0.214 -0.540 -4.419
H 0.083 -0.691 -2.882
O 0.304 -1.012 -3.748
H 1.263 -4.764 1.660
O 1.907 -4.605 2.393
H 4.732 -2.453 3.586
H 5.664 -3.011 2.281
O 4.802 -2.930 2.702
H 0.228 1.021 2.248
H -2.193 2.085 2.137
H -2.731 -5.174 -0.712
H -1.396 -3.201 3.726
H -0.940 3.693 0.815
H 2.761 -5.021 2.255
O -2.756 -3.498 1.663
H -1.808 -3.767 1.792
H -3.218 -4.042 0.918
O 1.326 3.679 2.370
H 1.000 2.799 2.538
H 1.990 3.635 1.741
O -0.110 -4.652 0.501
H -0.174 -3.774 0.086
H -0.053 -5.299 -0.009
O 1.651 -0.268 -0.842
H 2.194 -1.211 -1.205
H 1.357 0.262 -1.526
O 0.124 -1.710 0.600
H 0.616 -0.881 0.777
H 0.153 -1.728 -0.318
O 3.151 3.158 -0.234
H 3.937 3.244 0.117
H 2.585 2.429 0.178
O -3.396 0.101 -0.683
H -3.924 0.420 -1.373
H -2.897 -0.605 -0.525

Atoms 1-2, force components in eV/Å:
0.6 -0.1 -4.8
-3.4 -1.1 0.3

=====

Record 5
DFT (ωB97M-V with the def2-TZVPD basis set) results for an isolated molecule of C4H2Cl2 at a distorted geometry.

Values from the calculation:
Energy relative to the best compared isomer or geometry (same formula, charge and spin)   369.5 kJ/mol
Charge   0
Largest force on an atom   6.22 eV/Å

Geometry (Å):
C 2.888 0.710 0.429
C 1.737 0.314 -0.022
C 0.631 -0.023 -0.547
C -0.971 -0.261 0.412
Cl -1.991 -1.485 -0.306
Cl -1.573 1.336 0.009
H 0.192 -0.238 -1.525
H -0.914 -0.352 1.549

Atoms 1-2, force components in eV/Å:
-1.1 -0.4 -0.3
2.9 1.0 0.9

=====

Record 6
DFT (ωB97M-V with the def2-TZVPD basis set) results for a structure of composition C10H30KO10 at a distorted geometry.

Values from the calculation:
Energy relative to the best compared isomer or geometry (same formula, charge and spin)   91.4 kJ/mol
Charge   +1
Largest force on an atom   4.04 eV/Å

Geometry (Å):
K 0.125 -0.012 0.084
C -0.446 2.522 2.451
C -0.318 3.115 1.034
O -1.039 2.293 0.154
O 0.376 3.248 3.350
H -0.372 1.455 2.539
H -1.505 2.703 2.774
H 0.753 3.023 0.734
H -0.632 4.110 0.966
H -1.506 2.974 -0.347
H -0.116 3.307 4.199
C -0.444 -1.919 -2.470
C 0.571 -2.828 -3.082
O 0.465 -2.640 -4.473
O -0.713 -2.405 -1.190
H -1.392 -1.960 -3.035
H -0.212 -0.837 -2.509
H 0.331 -3.885 -3.010
H 1.596 -2.643 -2.786
H 0.510 -1.705 -4.740
H -0.859 -3.338 -1.161
C -2.523 -1.479 1.462
C -3.847 -1.169 2.155
O -4.838 -1.925 1.481
O -1.364 -1.053 2.226
H -2.552 -1.025 0.493
H -2.316 -2.518 1.309
H -4.030 -0.076 2.118
H -3.898 -1.359 3.226
H -4.764 -2.817 1.819
H -1.327 -1.498 3.047
C 0.365 2.192 -2.572
C 1.624 1.423 -2.581
O 2.159 1.237 -1.307
O 0.058 2.733 -3.856
H 0.410 2.994 -1.852
H -0.438 1.483 -2.371
H 2.431 1.999 -3.051
H 1.579 0.442 -3.015
H 2.787 1.927 -1.055
H 0.167 3.707 -3.811
C 2.291 -1.707 1.911
C 3.025 -0.384 1.621
O 2.151 0.697 1.572
O 1.599 -2.219 0.767
H 1.702 -1.559 2.756
H 3.085 -2.358 2.266
H 3.580 -0.456 0.625
H 3.691 -0.197 2.442
H 2.623 1.491 1.725
H 1.395 -3.104 0.968

Atoms 1-2, force components in eV/Å:
0.0 -0.5 0.1
-2.3 2.0 0.5

=====

The highest largest force on an atom belongs to which entry? H80O40

=====

Which of these has the highest charge? C10H30KO10

=====

Look up the energy relative to the best compared isomer or geometry (same formula, charge and spin) of the second one. 451.9 kJ/mol

=====

energy relative to the best compared isomer or geometry (same formula, charge and spin) of number 2 (C44H117N5O24)? 451.9 kJ/mol